{
  "formula": "C38H26Cl2N12O3Sn",
  "method": "the ωB97M-V functional and the def2-TZVPD basis",
  "charge": 2,
  "orbital_gap_ha": 0.15179,
  "spin_multiplicity": 1,
  "e_lumo_ev": -8.525,
  "largest_force_ev_per_a": 0.583,
  "homo_energy_ev": -12.66,
  "elements": ["Sn", "Cl", "C", "C", "C", "N", "C", "O", "C", "C", "C", "C", "C", "N", "C", "C", "C", "Cl", "N", "C", "O", "C", "C", "C", "C", "C", "N", "H", "H", "H", "H", "H", "H", "H", "H", "H", "H", "C", "N", "C", "N", "C", "N", "C", "C", "C", "C", "C", "C", "C", "N", "N", "C", "O", "C", "C", "C", "C", "C", "C", "N", "C", "N", "C", "N", "C", "H", "H", "H", "H", "H", "H", "H", "H", "H", "H", "H", "H", "H", "H", "H", "H"],
  "coordinates": [[-0.33037, 0.00580, 0.65207], [-0.12594, -3.51905, -5.54160], [-0.45827, -3.10734, -3.94253], [-0.31575, -1.82807, -3.53679], [-0.60743, -1.44035, -2.19311], [-0.60319, -0.22309, -1.72705], [-0.54835, 0.91260, -2.58650], [-0.69903, 0.87796, -3.77707], [-0.43958, 2.23679, -1.88418], [-0.64370, 3.38903, -2.62846], [-0.65809, 4.60744, -1.96716], [-0.43781, 4.63165, -0.59718], [-0.20124, 3.43489, 0.05879], [-0.21840, 2.25861, -0.56921], [-0.99420, -2.53135, -1.21017], [-1.09794, -3.87677, -1.70283], [-0.87016, -4.16524, -2.99580], [-1.00659, -5.75495, -3.54741], [-1.21493, -2.15796, 0.01139], [-1.82200, -3.02804, 0.97142], [-2.50037, -3.97271, 0.67660], [-1.65476, -2.62174, 2.40386], [-2.14758, -3.46143, 3.38993], [-2.05169, -3.05218, 4.71238], [-1.47109, -1.82620, 4.99359], [-0.99785, -1.05511, 3.94285], [-1.08587, -1.44399, 2.67207], [0.00473, -1.08655, -4.24532], [-0.80031, 3.31241, -3.69472], [-0.83844, 5.52568, -2.51175], [-0.44704, 5.56099, -0.04361], [-0.00661, 3.40834, 1.12682], [-1.36612, -4.66955, -1.02857], [-2.59578, -4.40306, 3.10903], [-2.42845, -3.68040, 5.50847], [-1.38226, -1.46627, 6.00951], [-0.52757, -0.09436, 4.12201], [4.90351, 5.00340, 0.31879], [4.49240, 3.76036, -0.31471], [3.52406, 3.56033, -1.21564], [3.37052, 2.27312, -1.45084], [4.30689, 1.71810, -0.63093], [5.00269, 2.58201, 0.07707], [4.38201, 5.16846, 1.73208], [5.30660, 5.32329, 2.75306], [4.88964, 5.52358, 4.06079], [3.54387, 5.56095, 4.35592], [2.59658, 5.37973, 3.34304], [3.01964, 5.17914, 2.03067], [1.19375, 5.45868, 3.76829], [0.81906, 5.87443, 4.93154], [-0.54856, 5.83465, 4.95790], [-0.94041, 5.38928, 3.81525], [0.11787, 5.12701, 2.98889], [-2.34737, 5.17848, 3.45885], [-3.30072, 5.60875, 4.38843], [-4.64701, 5.45667, 4.12663], [-5.06335, 4.84361, 2.95175], [-4.12840, 4.39091, 2.03747], [-4.58505, 3.63124, 0.81232], [-3.99544, 2.28690, 0.83165], [-2.98046, 1.83018, 0.11948], [-2.58411, 0.65734, 0.61287], [-3.44691, 0.45165, 1.66016], [-4.30572, 1.42197, 1.82043], [-2.76797, 4.57270, 2.28193], [4.56278, 5.81557, -0.32309], [5.98986, 5.01137, 0.33941], [2.99709, 4.36240, -1.70791], [4.48598, 0.65670, -0.56790], [6.36536, 5.29917, 2.52267], [5.61932, 5.65390, 4.84898], [3.20112, 5.73019, 5.36679], [2.28684, 5.05888, 1.24108], [-2.96013, 6.06980, 5.30499], [-5.37884, 5.79736, 4.84614], [-6.11976, 4.69689, 2.75829], [-4.26161, 4.11948, -0.10605], [-5.66623, 3.52513, 0.79100], [-2.57884, 2.34008, -0.74154], [-3.43281, -0.41734, 2.29610], [-2.02758, 4.22506, 1.56637]],
  "atomic_forces_ev_per_a": [[-0.237, -0.075, -0.254], [0.008, -0.072, -0.055], [0.016, 0.041, 0.121], [-0.022, 0.034, -0.106], [0.084, 0.225, -0.090], [-0.008, -0.310, 0.314], [0.037, 0.335, -0.195], [0.003, -0.171, 0.119], [0.133, 0.066, 0.017], [0.025, -0.064, -0.058], [0.034, 0.069, 0.079], [0.073, 0.073, -0.117], [0.219, -0.299, 0.056], [-0.068, -0.050, -0.105], [0.021, -0.202, 0.206], [-0.045, -0.042, 0.049], [0.052, 0.075, -0.049], [0.008, -0.030, -0.050], [0.090, 0.380, -0.181], [-0.098, -0.148, 0.242], [0.054, 0.088, -0.136], [-0.020, -0.031, 0.060], [0.032, -0.008, -0.058], [0.010, 0.015, 0.003], [-0.001, -0.033, 0.046], [0.112, 0.050, -0.103], [-0.170, 0.071, -0.132], [0.009, 0.043, -0.023], [-0.024, 0.000, -0.002], [0.006, -0.030, 0.005], [0.025, -0.007, 0.031], [0.027, 0.048, -0.041], [-0.024, -0.021, 0.053], [-0.025, -0.012, 0.019], [0.007, 0.009, -0.010], [0.012, -0.010, -0.023], [-0.021, -0.005, 0.015], [-0.073, -0.021, 0.062], [-0.151, 0.218, 0.154], [-0.018, -0.019, -0.124], [-0.043, -0.166, 0.106], [-0.053, 0.003, -0.032], [-0.117, -0.125, -0.031], [0.019, -0.176, -0.093], [0.033, 0.060, 0.003], [0.041, 0.023, 0.025], [-0.065, -0.039, 0.047], [0.029, -0.103, -0.142], [-0.039, 0.077, 0.100], [-0.072, 0.225, 0.327], [0.187, -0.005, -0.149], [-0.204, -0.140, -0.057], [0.131, 0.157, 0.347], [-0.037, -0.146, -0.289], [-0.008, -0.005, -0.142], [0.028, 0.097, -0.008], [0.021, -0.014, 0.012], [-0.059, -0.070, -0.015], [-0.002, -0.084, -0.041], [0.051, 0.109, 0.123], [0.016, -0.022, -0.067], [-0.247, 0.171, -0.065], [0.495, -0.135, 0.277], [-0.145, 0.167, 0.055], [0.088, -0.139, -0.078], [0.104, -0.007, 0.035], [0.007, 0.016, -0.024], [0.037, 0.056, -0.075], [-0.007, 0.058, 0.067], [0.023, 0.028, 0.001], [-0.038, -0.012, 0.009], [-0.021, -0.001, -0.017], [0.018, -0.009, -0.005], [-0.021, -0.016, -0.073], [-0.019, 0.001, -0.005], [0.013, 0.017, -0.006], [0.034, 0.014, 0.023], [0.028, -0.103, -0.094], [-0.016, -0.006, 0.004], [-0.119, -0.002, 0.150], [0.011, 0.022, -0.036], [-0.176, 0.047, 0.089]],
  "lowdin_charge": [1.3407, 0.8500, -0.6266, -0.0190, -0.1380, 0.0594, -0.3539, 0.1525, -0.2319, 0.0377, 0.0002, -0.0233, -0.1521, -0.0353, -0.1384, -0.0180, -0.6321, 0.8391, 0.0665, -0.3598, 0.1549, -0.2189, 0.0395, 0.0014, -0.0054, -0.1158, -0.0408, 0.1166, 0.1353, 0.1299, 0.1257, 0.1064, 0.1173, 0.1342, 0.1302, 0.1259, 0.1199, -0.0707, -0.1337, -0.1805, 0.0619, -0.2234, 0.1209, -0.1924, -0.0167, -0.0373, -0.0103, -0.1333, 0.0270, -0.2652, 0.1255, 0.1270, -0.2764, 0.1129, -0.1230, 0.0022, -0.0306, -0.0161, -0.2064, -0.0423, -0.0826, -0.1280, -0.0343, -0.1669, 0.1721, 0.0232, 0.1354, 0.1281, 0.1249, 0.1006, 0.1225, 0.1187, 0.1179, 0.1048, 0.1219, 0.1207, 0.1235, 0.1366, 0.1357, 0.1334, 0.1156, 0.0828]
}